1.
Here is one molecule with the formula C3H5IN2S at a distorted geometry from OMol25. Energies are from wB97M-V/def2-TZVPD.

Last column: Mulliken charge in e.
Cartesian coordinates (Å):
C1 1.182 -1.079 0.329  -0.839
C2 -0.047 -0.342 0.087  0.511
N1 -1.050 -0.724 -0.588  -0.365
N2 -2.032 0.230 -0.863  -0.332
I1 -3.896 -0.103 0.090  0.116
C3 -1.473 1.488 -0.596  -0.440
S1 -0.166 1.348 0.658  -0.164
H1 1.409 -0.906 1.414  0.305
H2 1.897 -0.607 -0.302  0.262
H3 0.824 -2.175 -0.017  0.260
H4 -0.858 1.756 -1.481  0.277
H5 -2.143 2.307 -0.500  0.408

Results
Energy above the lowest of the compared OMol25 structures with the same formula, charge and spin   60.1 kJ/mol
SMILES   CC1=NN(I)CS1
HOMO   -8.40 eV
Kohn-Sham gap   7.90 eV

2.
Here is C25H43Cl3N5O10SZn as an isolated structure at a distorted geometry from OMol25. Energies are from wB97M-V/def2-TZVPD.

Last column: Mulliken charge in e.
Cartesian coordinates (Å):
C1 -20.975 1.770 13.689  -0.902
N1 -20.685 0.246 13.628  -0.085
C2 -19.552 -0.257 14.173  0.065
C3 -19.365 -1.634 14.102  -0.837
C4 -20.289 -2.536 13.527  0.992
C5 -21.434 -1.903 13.025  -0.778
C6 -21.625 -0.486 13.039  -0.485
C7 -20.314 -4.039 13.550  0.651
C8 -20.120 -4.713 14.729  -0.688
C9 -20.183 -6.140 14.793  -0.455
N2 -20.519 -6.896 13.710  0.175
C10 -20.946 -6.175 12.586  -0.516
C11 -20.959 -4.787 12.492  -0.658
C12 -20.403 -8.392 13.715  -0.772
H1 -20.979 2.118 12.656  0.412
H2 -20.118 2.077 14.287  0.274
H3 -21.718 2.086 14.421  0.353
H4 -18.806 0.436 14.532  0.404
H5 -18.491 -2.020 14.605  0.483
H6 -22.204 -2.551 12.633  0.641
H7 -22.459 0.057 12.620  0.501
H8 -19.969 -4.264 15.699  0.454
H9 -20.141 -6.811 15.638  0.495
H10 -21.328 -6.807 11.798  0.755
H11 -21.282 -4.203 11.643  0.501
H12 -19.357 -8.575 13.962  0.420
H13 -20.516 -8.766 12.698  0.139
H14 -21.117 -8.849 14.400  0.342
Zn1 -21.379 -6.651 8.113  1.997
C13 -22.012 -10.035 10.063  -1.060
C14 -21.675 -8.837 9.281  0.998
O1 -22.577 -8.381 8.500  -0.869
O2 -20.635 -8.246 9.366  -0.642
H15 -21.141 -10.648 10.294  0.270
H16 -22.756 -10.678 9.592  0.353
H17 -22.516 -9.851 11.012  -0.063
S1 -22.754 -4.709 9.037  1.226
O3 -23.982 -4.995 9.789  -0.694
O4 -22.711 -5.332 7.739  -0.811
O5 -22.320 -3.323 9.013  -0.787
O6 -21.674 -5.500 9.621  -0.926
O7 -26.205 -6.741 10.181  -0.508
C15 -26.374 -6.990 8.994  0.545
N3 -25.419 -6.915 8.100  -0.081
C16 -27.802 -7.435 8.652  -1.102
H18 -25.604 -6.812 7.112  0.222
H19 -24.544 -6.585 8.481  -0.066
H20 -28.330 -6.645 8.118  0.362
H21 -28.320 -7.705 9.572  0.174
H22 -27.649 -8.318 8.031  0.325
O8 -17.220 -9.431 7.817  -0.621
C17 -17.143 -10.319 8.637  0.719
N4 -18.202 -11.064 9.026  -0.373
C18 -15.758 -10.730 9.144  -1.027
H23 -17.983 -11.728 9.755  0.204
H24 -19.119 -10.765 8.725  0.201
H25 -15.391 -10.018 9.883  0.227
H26 -15.050 -10.818 8.319  0.295
H27 -15.776 -11.780 9.436  0.384
C19 -26.574 -9.541 12.178  -0.158
Cl1 -27.059 -10.184 10.619  -0.113
Cl2 -27.550 -8.308 12.744  -0.085
Cl3 -24.845 -8.995 12.273  -0.095
H28 -26.607 -10.364 12.893  0.400
C20 -16.367 -2.584 7.239  -0.903
O9 -17.486 -3.476 7.100  -0.284
C21 -17.321 -4.596 7.832  -0.694
C22 -18.754 -5.216 8.275  -1.044
N5 -19.366 -6.288 7.423  0.237
C23 -19.532 -5.674 6.099  -0.561
C24 -20.204 -6.870 5.323  -0.930
O10 -21.476 -7.193 5.965  -0.047
C25 -22.237 -7.988 5.141  -1.075
H29 -16.574 -1.856 6.454  0.299
H30 -15.422 -2.945 6.832  0.364
H31 -16.134 -2.062 8.167  0.322
H32 -16.791 -4.346 8.752  0.504
H33 -16.634 -5.173 7.213  0.331
H34 -19.398 -4.368 8.507  0.417
H35 -18.664 -5.633 9.279  0.461
H36 -18.723 -7.059 7.312  0.110
H37 -18.629 -5.435 5.537  0.421
H38 -20.084 -4.735 6.128  0.457
H39 -19.556 -7.742 5.407  0.413
H40 -20.260 -6.707 4.246  0.503
H41 -22.963 -8.502 5.770  0.266
H42 -21.774 -8.698 4.456  0.422
H43 -22.780 -7.454 4.361  0.308

Results
HOMO   -8.98 eV
Net charge   +1
Kohn-Sham gap   3.81 eV

3.
Here is a 2-piece molecular cluster, C4H9NO3 overall at a distorted geometry from OMol25. Energies are from wB97M-V/def2-TZVPD.

Last column: Mulliken charge in e.
Cartesian coordinates (Å):
C1 2.228 -0.431 0.291  -1.005
C2 1.549 0.802 0.763  0.190
N1 0.777 1.584 0.124  -0.435
O1 0.520 1.235 -1.217  -0.393
H1 2.308 -0.448 -0.794  0.325
H2 1.654 -1.300 0.617  0.248
H3 3.219 -0.516 0.729  0.355
H4 1.740 1.138 1.774  0.380
H5 -0.090 1.926 -1.517  0.351
O2 -2.997 1.031 0.374  -0.483
C3 -2.033 0.316 0.480  0.115
C4 -1.924 -1.021 -0.299  -0.289
O3 -0.612 -1.393 -0.590  -0.508
H6 -1.273 0.471 1.269  0.300
H7 -2.504 -0.909 -1.229  0.255
H8 -2.381 -1.841 0.265  0.287
H9 -0.182 -0.645 -1.042  0.309

Results
Energy above the lowest of the compared OMol25 structures with the same formula, charge and spin   343.5 kJ/mol
SMILES   C/C=N\O.O=CCO
HOMO   -9.61 eV
Kohn-Sham gap   10.29 eV

4.
Here is one molecule with the formula C5H6 at a distorted geometry from OMol25. Energies are from wB97M-V/def2-TZVPD.

Last column: Mulliken charge in e.
Cartesian coordinates (Å):
C1 -2.456 -0.268 -0.028  0.062
C2 -1.255 -0.313 0.112  -0.511
C3 0.202 -0.244 0.037  0.480
C4 1.076 -1.286 0.026  -0.877
C5 0.640 1.180 0.004  -0.872
H1 -3.555 -0.083 0.010  0.384
H2 0.754 -2.305 -0.087  0.310
H3 2.216 -1.196 -0.096  0.231
H4 1.699 1.195 -0.486  0.278
H5 0.850 1.514 1.214  0.223
H6 -0.170 1.806 -0.705  0.293

Results
Energy above the lowest of the compared OMol25 structures with the same formula, charge and spin   262.0 kJ/mol
SMILES   C#CC(=C)C
HOMO   -9.12 eV
Kohn-Sham gap   10.01 eV

5.
Here is one molecule with the formula C3H5NO2 at a distorted geometry from OMol25. Energies are from wB97M-V/def2-TZVPD.

Last column: Mulliken charge in e.
Cartesian coordinates (Å):
C1 -0.979 0.994 -0.039  -0.795
N1 0.169 -0.023 -0.213  0.046
C2 1.514 0.033 0.037  0.135
O1 2.163 -1.016 -0.071  -0.545
C3 -0.357 -1.318 -0.003  -0.051
O2 -1.588 -1.614 -0.027  -0.549
H1 -0.803 2.016 -0.561  0.258
H2 -0.840 1.468 1.031  0.270
H3 -1.830 0.520 -0.302  0.371
H4 2.087 0.956 0.059  0.388
H5 0.465 -2.016 0.089  0.471

Results
Energy above the lowest of the compared OMol25 structures with the same formula, charge and spin   189.7 kJ/mol
SMILES   CN(C=O)C=O
HOMO   -10.12 eV
Kohn-Sham gap   10.55 eV

6.
Here is C34H35N12O3S3Y as an isolated structure from OMol25. Energies are from wB97M-V/def2-TZVPD.

Last column: Mulliken charge in e.
Cartesian coordinates (Å):
Y1 -0.164 -0.342 -0.381  0.120
N1 -1.481 -4.188 1.976  -0.292
C1 -0.963 -3.386 1.010  0.547
S1 -2.052 -2.382 0.137  -0.579
N2 0.330 -3.492 0.815  -1.587
N3 0.878 -2.584 -0.014  1.024
C2 2.004 -2.930 -0.518  -0.912
C3 2.756 -2.046 -1.384  0.984
C4 3.981 -2.471 -1.901  -1.053
C5 4.701 -1.626 -2.720  -0.342
C6 4.175 -0.373 -2.999  -1.073
C7 2.951 -0.033 -2.449  -0.100
N4 2.245 -0.837 -1.662  0.601
H1 -2.472 -4.348 1.938  0.242
H2 -0.894 -4.923 2.338  0.253
H3 2.413 -3.910 -0.290  0.305
H4 4.345 -3.459 -1.651  0.451
H5 5.654 -1.930 -3.130  0.427
H6 4.701 0.331 -3.629  0.453
H7 2.521 0.940 -2.648  0.243
C8 1.193 3.957 -1.782  -2.141
C9 0.706 2.543 -1.718  -0.166
N5 0.900 1.776 -0.703  2.442
N6 1.621 2.274 0.335  -1.371
C10 1.894 1.366 1.259  -0.177
O1 1.537 0.145 1.230  -0.628
C11 2.675 1.877 2.423  1.185
C12 3.142 0.981 3.379  -0.309
C13 3.847 1.439 4.481  -0.804
C14 4.090 2.795 4.638  -0.376
C15 3.625 3.696 3.689  -0.772
C16 2.920 3.242 2.587  -0.282
C17 0.050 1.937 -2.882  1.189
C18 -0.428 2.703 -3.937  -1.137
C19 -0.893 2.063 -5.075  -0.747
C20 -0.832 0.684 -5.140  -0.855
C21 -0.372 -0.007 -4.029  -0.464
N7 0.029 0.591 -2.916  0.624
H8 1.887 4.124 -0.965  0.438
H9 1.683 4.162 -2.735  0.401
H10 0.352 4.647 -1.669  0.351
H11 2.952 -0.077 3.245  0.318
H12 4.209 0.738 5.223  0.417
H13 4.639 3.153 5.500  0.406
H14 3.810 4.756 3.806  0.407
H15 2.541 3.925 1.842  0.432
H16 -0.427 3.781 -3.868  0.561
H17 -1.287 2.639 -5.902  0.440
H18 -1.167 0.139 -6.010  0.434
H19 -0.336 -1.088 -4.033  0.503
O2 -4.122 -2.102 -2.088  -0.670
S2 -3.499 -1.014 -2.776  1.094
O3 -2.886 -1.305 -4.043  -0.677
N8 -2.436 -0.183 -1.778  0.201
C22 -2.984 0.941 -1.368  1.146
S3 -2.227 1.906 -0.224  -0.528
C23 -4.276 1.290 -1.996  -0.037
C24 -5.053 2.417 -1.789  -0.740
C25 -6.227 2.545 -2.518  -0.665
C26 -6.614 1.568 -3.431  -0.497
C27 -5.839 0.430 -3.626  -0.810
C28 -4.677 0.320 -2.897  0.148
H20 -4.738 3.167 -1.075  0.479
H21 -6.854 3.415 -2.371  0.416
H22 -7.532 1.691 -3.990  0.408
H23 -6.133 -0.342 -4.325  0.490
C29 -0.412 -0.856 3.364  -0.142
N9 -1.186 0.028 2.459  1.726
C30 -2.622 -0.261 2.695  -0.889
N10 -3.013 -0.060 4.089  0.060
C31 -2.197 -0.938 4.928  -0.825
N11 -0.767 -0.668 4.770  0.085
C32 -0.522 0.730 5.125  -0.558
N12 -1.310 1.646 4.299  0.055
C33 -0.951 1.425 2.901  -0.424
C34 -2.727 1.325 4.463  -0.765
H24 0.648 -0.646 3.232  -0.490
H25 -0.610 -1.893 3.091  0.108
H26 -2.820 -1.294 2.421  0.191
H27 -3.218 0.395 2.057  0.189
H28 -2.395 -1.976 4.653  0.375
H29 -2.472 -0.784 5.974  0.327
H30 0.538 0.951 4.984  0.290
H31 -0.782 0.885 6.175  0.374
H32 0.102 1.670 2.781  -0.643
H33 -1.546 2.095 2.283  0.470
H34 -3.313 1.991 3.826  0.348
H35 -3.014 1.483 5.505  0.348

Results
HOMO   -7.72 eV
Kohn-Sham gap   7.21 eV

7.
Here is a 5-piece molecular cluster, C2H14O4S2 overall at a distorted geometry from OMol25. Energies are from wB97M-V/def2-TZVPD.

Last column: Mulliken charge in e.
Cartesian coordinates (Å):
C1 -2.206 -3.000 -0.302  -1.207
S1 -0.497 -2.542 -0.040  0.073
S2 0.198 -0.775 -0.244  -0.332
C2 0.854 0.112 -1.686  -1.195
H1 -2.805 -2.925 -1.332  0.337
H2 -2.108 -4.055 -0.030  0.250
H3 -2.865 -2.496 0.374  0.486
H4 0.796 1.189 -1.435  0.256
H5 1.821 -0.014 -2.047  0.413
H6 0.298 -0.105 -2.582  0.436
H7 -1.615 1.158 1.765  -0.095
H8 -1.522 -0.232 2.240  0.396
O1 -0.972 0.512 2.139  0.026
H9 2.129 1.187 1.982  0.338
H10 0.997 1.131 2.923  0.267
O2 1.578 1.734 2.545  -0.921
H11 2.725 2.299 -3.399  0.325
H12 3.771 2.052 -2.399  0.305
O3 3.314 1.622 -3.035  -0.642
H13 -1.770 4.367 1.530  0.482
H14 -2.042 3.189 0.816  0.315
O4 -2.034 4.090 0.608  -1.313

Results
Energy above the lowest of the compared OMol25 structures with the same formula, charge and spin   374.3 kJ/mol
HOMO (spin up / spin down)   0.55 / -5.18 eV
Net charge   -1
2S+1   2
Kohn-Sham gap (spin up / spin down)   2.20 / 7.84 eV

8.
Here is C28H33BN7O5PbS8 as an isolated structure from OMol25. Energies are from wB97M-V/def2-TZVPD.

Last column: Mulliken charge in e.
Cartesian coordinates (Å):
Pb1 0.473 1.634 0.534  0.992
C1 -1.911 4.722 -2.082  -0.992
N1 -2.615 3.495 -1.780  0.375
C2 -3.431 2.817 -2.662  -0.475
C3 -3.957 1.782 -1.976  -0.999
N2 -3.483 1.827 -0.680  0.497
B1 -4.187 0.924 0.404  0.614
N3 -3.358 0.687 1.701  0.408
C4 -3.886 0.905 2.958  -0.913
C5 -3.110 0.278 3.869  -0.450
N4 -2.092 -0.326 3.159  0.614
C6 -1.099 -1.243 3.683  -0.944
C7 -2.257 -0.062 1.843  -1.055
S1 -1.177 -0.609 0.620  -0.079
C8 -2.661 2.880 -0.564  -0.163
S2 -1.773 3.386 0.819  -0.500
H1 -1.295 4.587 -2.971  0.363
H2 -1.282 4.970 -1.231  0.295
H3 -2.621 5.531 -2.253  0.328
H4 -3.536 3.110 -3.693  0.498
H5 -4.626 1.002 -2.295  0.525
H6 -5.203 1.488 0.745  -0.230
H7 -4.404 -0.139 -0.130  -0.218
H8 -4.768 1.504 3.093  0.534
H9 -3.168 0.235 4.944  0.508
H10 -1.164 -1.236 4.768  0.330
H11 -0.101 -0.944 3.370  0.096
H12 -1.294 -2.246 3.305  0.470
C9 3.833 0.825 3.831  -0.638
S3 2.505 -0.247 4.446  0.074
C10 1.225 0.842 4.970  -0.245
C11 0.705 1.930 4.357  0.205
S4 1.262 2.747 2.932  -0.358
S5 -0.681 2.631 5.178  -0.028
C12 -0.813 1.522 6.483  0.042
S6 -2.011 1.544 7.620  -0.231
S7 0.464 0.362 6.474  -0.175
H13 4.753 0.263 3.994  0.379
H14 3.857 1.744 4.409  0.351
H15 3.696 1.031 2.775  -0.005
C13 1.225 -4.743 2.916  -1.554
C14 1.586 -4.259 1.538  1.004
C15 0.709 -4.397 0.469  -0.624
C16 1.055 -3.953 -0.800  -0.424
C17 2.300 -3.380 -1.005  0.353
C18 3.193 -3.234 0.050  -0.555
C19 2.824 -3.662 1.311  -0.695
S8 2.768 -2.927 -2.656  1.172
O1 3.753 -3.881 -3.075  -0.748
O2 1.549 -2.774 -3.415  -0.630
N5 3.491 -1.463 -2.641  -0.304
C20 2.635 -0.250 -2.596  -0.008
C21 3.349 0.892 -1.868  -0.443
C22 3.739 0.465 -0.450  0.435
O3 4.755 -0.251 -0.363  -0.798
O4 2.949 0.799 0.484  -0.421
H16 0.188 -5.073 2.961  0.349
H17 1.369 -3.954 3.655  0.268
H18 1.857 -5.586 3.206  0.398
H19 -0.266 -4.843 0.630  0.313
H20 0.368 -4.053 -1.630  0.387
H21 4.155 -2.767 -0.092  0.378
H22 3.511 -3.523 2.138  0.379
H23 4.234 -1.389 -1.934  0.434
H24 1.683 -0.465 -2.104  -0.044
H25 2.409 0.048 -3.621  0.265
H26 2.668 1.740 -1.824  -0.087
H27 4.247 1.182 -2.417  0.365
N6 -1.770 -1.836 -4.136  -0.251
C23 -2.019 -0.645 -4.736  -0.097
O5 -2.872 -0.480 -5.592  -0.671
C24 -1.178 0.495 -4.242  0.565
C25 -0.630 1.394 -5.143  -0.448
C26 0.131 2.445 -4.658  -0.848
C27 0.294 2.563 -3.286  -1.099
N7 -0.253 1.722 -2.411  0.641
C28 -0.972 0.703 -2.884  -0.463
H28 -2.253 -2.636 -4.510  0.252
H29 -0.871 -1.998 -3.696  0.204
H30 -0.798 1.258 -6.204  0.520
H31 0.596 3.158 -5.325  0.445
H32 0.885 3.371 -2.866  0.620
H33 -1.404 0.036 -2.144  0.663

Results
Energy above the lowest of the compared OMol25 structures with the same formula, charge and spin   53.3 kJ/mol
HOMO   -4.99 eV
Net charge   -1
Kohn-Sham gap   7.05 eV